# C8H11NOS

2 unconnected molecules or ions with the total composition C8H11NOS at a distorted geometry (ωB97M-V/def2-TZVPD, OMol25).

CARTESIAN COORDINATES (ANGSTROEM)
C -3.7520 0.1358 0.1667
C -1.3180 0.1667 0.0433
C -1.8816 -1.0602 -0.1035
C 1.1492 2.0181 0.0891
C 1.6407 0.7670 0.8839
C 0.7068 0.6285 -0.2983
C -1.3054 -2.3834 -0.4401
C 3.0820 0.2992 0.6728
N -3.2123 -1.0397 -0.0217
O 0.9806 0.1035 -1.5125
S -2.5211 1.3635 0.2977
H -4.7891 0.1465 0.5728
H 0.7531 2.7175 0.8339
H 1.8625 2.5619 -0.4822
H 1.2458 0.6869 1.8373
H -0.9744 -2.4335 -1.4842
H -0.4029 -2.5461 0.1083
H -2.0523 -3.1197 -0.3863
H 3.0984 -0.7879 0.6819
H 3.8128 0.7754 1.2055
H 3.2615 0.4851 -0.3358
H 0.6158 0.5149 -2.3286

The value obtained for the orbital gap is 9.206 eV. The LUMO energy is 0.636 eV. As for the HOMO energy: -8.57 eV. The energy comes out at -22842.9902 eV. Its energy above the lowest of the compared OMol25 structures with the same formula, charge and spin is 394.96 kJ/mol.

natural (NBO) population analysis, charges in e, atoms 1 to 5:
1 C -0.18
2 C -0.27
3 C 0.04
4 C -0.50
5 C -0.23